Record 1
Formula: C33H41IrN11O5SSe
Source: OMol25
Level of theory: the ωB97M-V functional and the def2-TZVPD basis

```
93
Properties=species:S:1:pos:R:3:forces:R:3:lowdin_charge:R:1
Ir -0.116 0.251 -0.176 -0.5 1.1 0.8 0.967
C -2.201 -2.703 2.724 -0.2 -0.1 0.1 -0.016
C -1.642 -2.156 1.448 0.1 0.0 -0.1 -0.229
N -1.048 -1.002 1.435 -0.2 -0.4 -1.0 -0.071
N -1.042 -0.406 2.691 0.3 0.4 0.0 -0.032
C -1.011 0.891 2.683 -0.2 -0.2 -0.1 -0.814
N -1.006 1.551 3.852 -0.1 0.0 0.0 0.127
S -0.970 1.850 1.228 0.2 0.1 0.0 0.738
C -1.814 -3.004 0.230 0.2 0.2 0.0 -0.239
C -2.095 -4.363 0.366 0.1 0.0 0.1 -0.008
C -2.255 -5.133 -0.774 0.0 0.0 0.0 -0.028
C -2.157 -4.525 -2.013 0.0 -0.1 0.0 -0.041
C -1.900 -3.164 -2.053 0.0 0.1 0.0 -0.139
N -1.728 -2.421 -0.964 0.0 0.2 -0.2 0.059
H -2.479 -1.901 3.397 0.0 -0.1 0.0 0.077
H -1.444 -3.303 3.237 0.0 0.0 0.0 0.112
H -3.064 -3.336 2.528 0.0 0.0 0.0 0.086
H -0.849 1.023 4.697 0.0 0.0 0.0 0.120
H -0.832 2.540 3.865 0.1 0.0 0.0 0.101
H -2.178 -4.813 1.345 0.0 0.0 -0.1 0.115
H -2.470 -6.190 -0.693 0.0 0.0 0.0 0.122
H -2.288 -5.086 -2.928 0.0 0.0 0.0 0.116
H -1.837 -2.649 -3.007 0.0 0.0 0.0 0.112
C 1.668 -3.518 -0.055 0.0 0.0 0.0 -0.008
N 1.613 -3.415 -1.505 0.0 0.0 0.0 -0.057
C 2.052 -4.598 -2.242 0.0 0.0 0.0 -0.135
C 1.473 -4.591 -3.639 0.0 0.0 0.0 -0.138
C 1.804 -3.267 -4.291 0.0 0.0 0.0 -0.135
N 1.338 -2.165 -3.452 0.0 0.0 0.1 -0.065
C 1.116 -0.900 -4.126 0.0 0.0 0.0 -0.010
C 1.315 -2.240 -2.101 -0.2 -0.2 0.1 -0.453
O 1.033 -1.239 -1.396 -0.4 0.4 -0.2 -0.180
H 0.968 -4.281 0.290 0.0 0.0 0.0 0.092
H 1.411 -2.565 0.395 0.0 0.0 0.0 0.066
H 2.674 -3.804 0.261 0.0 0.0 0.0 0.104
H 1.720 -5.475 -1.685 0.0 0.0 0.0 0.130
H 3.146 -4.626 -2.277 0.0 0.0 0.0 0.137
H 0.390 -4.714 -3.589 0.0 0.0 0.0 0.108
H 1.883 -5.414 -4.221 0.0 0.0 0.0 0.130
H 1.312 -3.174 -5.260 0.0 0.0 0.0 0.130
H 2.882 -3.178 -4.460 0.0 0.0 0.0 0.138
H 0.352 -1.017 -4.896 0.0 0.0 0.0 0.104
H 2.035 -0.554 -4.607 0.0 0.0 0.0 0.105
H 0.783 -0.156 -3.413 0.0 0.0 0.0 0.050
C -4.293 1.300 0.653 0.0 0.0 0.0 -0.005
N -3.840 2.317 -0.285 -0.1 0.0 -0.1 -0.064
C -2.982 2.152 -1.285 0.1 0.3 0.0 -0.593
Se -2.114 0.551 -1.786 0.7 -1.0 0.6 1.055
N -2.831 3.308 -1.938 0.0 0.0 0.0 0.166
C -3.613 4.285 -1.330 0.0 -0.1 0.0 -0.150
C -3.811 5.632 -1.607 0.0 0.0 0.0 0.015
C -4.670 6.308 -0.765 0.0 0.0 0.0 -0.045
C -5.311 5.669 0.308 0.0 0.0 0.0 -0.043
C -5.123 4.328 0.575 0.0 0.0 0.0 0.019
C -4.256 3.649 -0.273 0.0 0.0 0.0 -0.142
H -3.708 0.395 0.506 0.0 0.0 0.0 0.059
H -5.348 1.092 0.483 0.0 0.0 0.0 0.116
H -4.139 1.661 1.668 0.0 0.0 0.0 0.102
H -2.241 3.403 -2.752 0.1 0.0 0.0 0.158
H -3.326 6.123 -2.439 0.0 0.0 0.0 0.124
H -4.860 7.358 -0.939 0.0 0.0 0.0 0.120
H -5.972 6.245 0.941 0.0 0.0 0.0 0.120
H -5.629 3.836 1.393 0.0 0.0 0.0 0.123
O 4.463 1.908 6.758 0.0 0.0 0.0 -0.011
C 4.373 0.583 6.315 0.0 0.0 0.0 -0.231
N 4.279 0.490 4.866 0.0 -0.1 0.0 0.108
C 3.108 0.279 4.232 0.0 0.1 0.0 -0.426
O 2.044 0.122 4.808 0.0 0.0 0.0 0.065
C 3.147 0.236 2.721 0.0 0.0 0.0 -0.064
C 4.272 0.295 1.922 0.0 0.0 0.0 0.033
C 4.105 0.260 0.545 0.0 0.0 0.0 -0.005
C 2.838 0.182 0.017 0.0 -0.1 0.0 -0.124
N 1.735 0.111 0.788 0.1 0.1 0.2 -0.071
C 1.907 0.129 2.109 0.1 0.0 0.0 -0.041
H 3.583 2.298 6.787 0.0 0.0 0.0 0.096
H 3.509 0.062 6.723 0.0 0.0 0.0 0.130
H 5.287 0.086 6.630 0.0 0.0 0.0 0.134
H 5.090 0.771 4.341 0.0 0.0 0.0 0.132
H 5.271 0.359 2.333 0.0 0.0 0.0 0.125
H 4.955 0.302 -0.121 0.0 0.0 0.0 0.124
H 2.679 0.165 -1.048 0.0 0.0 0.0 0.112
H 1.049 0.025 2.744 -0.1 0.0 0.0 0.084
O 1.962 2.883 0.568 0.0 -0.1 0.0 0.082
C 1.632 2.854 -0.582 0.0 0.0 0.0 -0.484
C 2.157 3.778 -1.662 0.0 0.0 0.0 -0.055
C 1.396 3.377 -2.914 0.0 0.0 0.1 -0.056
C 0.439 2.323 -2.417 -0.4 0.2 0.0 -0.515
O -0.492 1.907 -3.132 -0.1 -0.1 0.1 -0.118
N 0.663 1.963 -1.141 0.6 -0.7 -0.4 -0.045
H 3.237 3.654 -1.734 0.0 0.0 0.0 0.135
H 1.973 4.807 -1.356 0.0 0.0 0.0 0.137
H 2.020 2.926 -3.688 0.0 0.0 0.0 0.137
H 0.845 4.189 -3.386 0.0 0.0 0.0 0.132
```
Positions in Å, forces in eV/Å.

The relative energy (zero: lowest compared OMol25 entry of this formula, charge and spin) is 28.4 kcal/mol. The total energy comes out at -5164.25008 hartree. As for the multiplicity: 2. Its total charge is +2. The HOMO energy (alpha / beta) is -0.4770 / -0.4766 Eh.

---

Record 2
Formula: C54H135N9
Source: OMol25
Level of theory: the ωB97M-V functional and the def2-TZVPD basis

```
198
Properties=species:S:1:pos:R:3:forces:R:3:lowdin_charge:R:1
C 19.366 -15.197 13.824 1.0 -0.2 -0.2 -0.089
C 19.738 -14.420 12.542 -1.1 0.5 0.7 -0.232
N 19.284 -13.028 12.665 2.0 0.8 1.6 -0.220
C 20.044 -11.959 11.985 0.5 -0.9 -0.4 -0.248
C 21.497 -11.725 12.337 0.8 -0.7 1.3 -0.109
C 17.868 -12.805 12.596 0.3 0.2 0.2 -0.271
C 17.312 -11.764 13.602 0.8 -0.6 -0.8 -0.071
H 19.700 -16.228 13.712 -0.2 -0.2 -0.1 0.064
H 18.303 -15.206 14.065 0.1 0.1 -0.2 0.061
H 19.927 -14.825 14.681 -0.1 0.3 0.0 0.069
H 20.807 -14.481 12.338 0.0 0.2 0.2 0.109
H 19.238 -14.929 11.718 -0.1 -0.1 -0.5 0.104
H 20.122 -12.297 10.951 -0.7 0.9 -0.8 0.110
H 19.616 -10.974 12.170 -0.9 -0.4 -0.5 0.111
H 21.915 -10.761 12.047 -0.5 0.1 -0.5 0.071
H 21.614 -11.722 13.420 0.1 -0.2 0.2 0.073
H 22.156 -12.487 11.920 0.1 -0.1 0.1 0.062
H 17.398 -13.754 12.856 -0.3 0.0 -0.5 0.100
H 17.751 -12.510 11.553 -1.3 0.0 -0.3 0.110
H 17.686 -12.081 14.576 -0.4 0.1 0.2 0.071
H 16.225 -11.768 13.527 0.0 0.1 0.3 0.067
H 17.689 -10.760 13.406 -0.1 0.0 0.0 0.057
C 25.351 -4.598 10.901 -0.2 -0.3 1.1 -0.077
C 25.863 -3.280 11.511 1.9 0.5 -2.3 -0.293
N 26.650 -3.495 12.707 0.3 0.6 2.0 -0.171
C 27.660 -2.418 13.029 -0.5 0.9 -1.3 -0.232
C 27.020 -1.036 13.152 -0.3 -0.2 0.7 -0.099
C 25.695 -3.646 13.803 1.1 -0.9 2.0 -0.260
C 26.320 -3.815 15.225 0.7 -0.1 -0.8 -0.087
H 26.203 -5.276 10.866 -0.1 -0.1 0.0 0.075
H 24.829 -4.672 9.946 0.3 1.0 -0.2 0.068
H 24.607 -5.007 11.585 0.1 -0.3 0.2 0.054
H 26.648 -2.873 10.873 0.0 -0.1 -0.9 0.107
H 25.165 -2.443 11.489 -0.7 -0.2 0.7 0.106
H 28.282 -2.561 13.912 -0.5 -0.8 0.1 0.099
H 28.406 -2.276 12.247 -0.1 -0.8 -0.5 0.104
H 26.381 -1.065 14.035 -0.3 0.4 -0.1 0.062
H 27.759 -0.258 13.340 0.1 0.0 -0.2 0.075
H 26.424 -0.789 12.274 0.1 0.1 0.1 0.066
H 25.226 -4.616 13.636 -0.8 0.4 -0.2 0.106
H 25.029 -2.789 13.905 -0.6 -0.1 -0.5 0.105
H 27.006 -3.003 15.463 -0.4 0.2 0.2 0.049
H 26.961 -4.696 15.270 -0.1 -0.2 -0.2 0.072
H 25.577 -3.930 16.014 -0.1 0.2 -0.2 0.070
C 19.558 -7.597 17.773 -0.6 -2.0 0.8 -0.071
C 20.649 -8.277 18.667 -0.1 1.3 -1.1 -0.277
N 20.135 -8.727 19.931 -0.3 0.9 0.3 -0.202
C 19.331 -9.978 19.784 0.1 1.7 1.9 -0.238
C 20.187 -11.115 19.378 0.3 -1.3 -0.8 -0.097
C 21.218 -8.696 20.925 -1.3 -0.6 1.8 -0.246
C 20.617 -8.807 22.358 0.2 -0.1 0.0 -0.088
H 18.862 -7.222 18.523 0.0 0.6 -0.2 0.071
H 18.995 -8.397 17.294 -0.1 0.1 -0.4 0.051
H 19.825 -6.865 17.010 0.4 -0.1 0.4 0.066
H 21.170 -9.136 18.245 0.3 0.3 -0.9 0.102
H 21.334 -7.444 18.824 0.5 -0.4 0.4 0.106
H 18.817 -10.124 20.734 0.4 -0.2 0.3 0.099
H 18.461 -9.803 19.151 0.4 0.2 -0.6 0.111
H 20.160 -11.160 18.290 0.3 -0.4 -0.1 0.074
H 21.229 -11.012 19.682 -0.1 0.2 0.0 0.069
H 19.876 -12.079 19.781 -0.3 0.0 -0.1 0.078
H 21.775 -7.760 20.938 -0.4 0.2 -0.6 0.108
H 21.995 -9.450 20.798 0.1 -0.5 -0.2 0.096
H 19.996 -7.942 22.595 -0.1 0.0 -0.3 0.070
H 21.368 -8.838 23.148 0.4 0.1 -0.2 0.063
H 20.015 -9.696 22.549 -0.1 -0.1 -0.4 0.056
C 15.466 -22.484 12.430 0.6 -1.2 0.0 -0.087
C 15.241 -23.821 11.637 -2.2 2.3 0.3 -0.222
N 13.835 -24.278 11.861 0.3 -0.3 0.1 -0.211
C 13.753 -25.703 11.436 -0.4 0.6 0.5 -0.245
C 13.976 -26.627 12.648 0.5 -0.2 0.9 -0.087
C 12.714 -23.410 11.368 1.4 -0.8 0.9 -0.240
C 11.509 -23.840 12.180 -1.0 0.4 -0.5 -0.100
H 15.199 -22.584 13.482 -0.2 -0.1 0.0 0.069
H 14.906 -21.655 11.998 0.1 -0.1 0.0 0.054
H 16.530 -22.245 12.434 0.0 0.2 -0.2 0.060
H 15.266 -23.517 10.590 0.7 -0.3 -0.5 0.102
H 15.962 -24.611 11.844 -0.2 0.1 0.2 0.109
H 14.459 -25.717 10.606 0.3 -1.2 0.0 0.100
H 12.789 -25.963 11.000 -0.2 0.3 0.0 0.100
H 13.340 -26.376 13.498 -0.4 0.7 -0.3 0.064
H 14.961 -26.549 13.108 0.3 0.2 -0.4 0.060
H 13.793 -27.701 12.612 0.0 -0.1 -1.1 0.062
H 12.946 -22.356 11.518 0.2 -0.1 0.6 0.095
H 12.563 -23.417 10.289 -0.2 -0.7 -0.4 0.109
H 11.743 -23.943 13.239 0.1 0.2 -0.1 0.079
H 10.699 -23.127 12.025 -0.1 0.2 0.3 0.067
H 11.066 -24.779 11.851 0.3 -0.2 -0.1 0.063
C 14.197 -4.079 7.720 0.7 1.1 0.0 -0.079
C 14.876 -5.409 7.639 0.4 -0.9 -1.0 -0.289
N 14.882 -6.213 8.821 -2.8 -1.6 2.1 -0.179
C 15.541 -5.666 9.972 1.7 1.1 -0.6 -0.284
C 17.016 -5.724 9.628 1.0 0.6 1.1 -0.094
C 13.507 -6.528 9.288 -0.6 -0.9 -0.3 -0.259
C 12.710 -7.375 8.315 -0.3 0.4 -1.7 -0.095
H 13.254 -4.025 8.265 0.0 -0.3 -0.3 0.071
H 14.098 -3.682 6.710 -0.3 0.1 0.1 0.079
H 14.886 -3.415 8.242 -0.1 0.4 0.1 0.070
H 14.480 -6.014 6.824 -0.5 -0.1 0.1 0.105
H 15.906 -5.336 7.289 0.2 0.5 0.2 0.110
H 15.249 -4.645 10.217 -0.1 0.8 -0.5 0.109
H 15.298 -6.079 10.951 0.1 -1.2 -0.5 0.115
H 17.330 -6.700 9.259 -0.2 -0.1 0.2 0.080
H 17.353 -4.995 8.891 -0.4 0.1 -0.2 0.063
H 17.593 -5.454 10.512 0.3 -0.2 0.1 0.067
H 12.909 -5.644 9.510 0.0 0.5 -0.1 0.100
H 13.516 -7.037 10.252 0.6 -0.2 0.0 0.108
H 11.645 -7.524 8.490 0.1 0.0 0.9 0.072
H 13.135 -8.321 7.981 0.3 -0.1 0.6 0.076
H 12.653 -6.830 7.372 0.1 0.2 -0.2 0.054
C 24.452 -19.698 15.778 -0.9 0.5 0.1 -0.102
C 23.872 -20.932 15.051 0.6 0.3 -0.7 -0.239
N 24.813 -21.591 14.128 1.3 1.2 0.1 -0.205
C 24.338 -22.505 13.103 -1.7 1.2 -0.4 -0.234
C 23.239 -21.806 12.206 1.0 0.6 0.5 -0.090
C 26.131 -21.836 14.751 -1.3 -1.3 0.4 -0.230
C 26.037 -23.081 15.647 0.4 -0.4 -0.5 -0.095
H 25.013 -19.917 16.687 0.1 0.0 -0.2 0.068
H 23.595 -19.085 16.059 -0.4 -0.3 0.7 0.064
H 24.935 -18.914 15.196 0.7 -0.7 -0.5 0.077
H 23.456 -21.586 15.817 0.0 -0.4 0.3 0.101
H 22.998 -20.571 14.507 0.1 -0.2 -0.3 0.099
H 25.090 -22.813 12.378 0.6 0.0 0.7 0.109
H 23.846 -23.381 13.525 0.2 -0.5 0.1 0.099
H 23.489 -21.910 11.150 -0.6 -0.9 -0.1 0.060
H 22.229 -22.064 12.525 0.0 -0.2 -0.6 0.065
H 23.332 -20.722 12.266 0.0 0.1 0.6 0.060
H 26.375 -20.985 15.388 0.2 0.1 -0.5 0.088
H 26.918 -22.062 14.031 -0.1 0.6 -0.4 0.109
H 26.971 -23.287 16.169 -0.1 0.3 0.6 0.067
H 25.939 -23.978 15.036 -0.3 0.0 -0.3 0.062
H 25.150 -23.028 16.279 0.3 0.0 0.4 0.066
C 13.340 -5.322 18.744 0.2 1.5 0.8 -0.107
C 12.424 -6.429 18.395 0.2 -1.0 -1.3 -0.290
N 11.554 -6.084 17.279 0.3 -0.6 0.1 -0.205
C 10.517 -5.117 17.551 0.1 0.5 -1.5 -0.248
C 10.422 -4.187 16.326 -0.8 0.9 0.7 -0.085
C 11.222 -7.225 16.399 -0.1 -0.4 1.4 -0.221
C 10.244 -8.257 17.043 0.6 1.1 -0.1 -0.079
H 12.798 -4.565 19.310 0.1 0.3 0.1 0.064
H 13.721 -4.835 17.846 0.1 -0.1 0.0 0.085
H 14.165 -5.637 19.383 0.0 -0.1 -0.1 0.075
H 13.091 -7.191 17.991 -0.2 -0.5 0.2 0.111
H 11.925 -6.828 19.278 -0.2 -0.1 0.2 0.115
H 9.533 -5.551 17.729 -0.2 -0.3 0.1 0.098
H 10.711 -4.482 18.415 0.4 -0.3 0.1 0.110
H 9.454 -3.693 16.405 -0.4 -0.1 -0.5 0.063
H 11.086 -3.324 16.372 0.6 -0.3 0.1 0.065
H 10.551 -4.669 15.357 -0.2 -0.1 0.2 0.063
H 12.159 -7.754 16.224 0.1 0.2 -0.2 0.101
H 10.834 -6.915 15.428 0.0 0.3 0.1 0.101
H 9.315 -7.721 17.237 -0.4 -0.5 -0.3 0.056
H 10.590 -8.583 18.023 0.3 -0.1 -0.1 0.061
H 10.169 -9.129 16.393 -0.5 0.1 0.1 0.068
C 20.895 -15.611 6.056 -0.1 0.6 -1.0 -0.094
C 19.456 -15.330 6.447 0.6 -1.6 -0.4 -0.266
N 18.561 -16.357 5.878 -0.5 0.3 1.1 -0.172
C 17.236 -16.083 6.466 0.1 0.0 0.3 -0.287
C 16.191 -17.089 6.049 0.6 -0.4 -0.6 -0.090
C 18.587 -16.409 4.411 1.5 -0.3 -0.4 -0.271
C 18.199 -15.175 3.584 -1.1 -0.4 1.1 -0.074
H 20.900 -15.508 4.971 0.7 0.4 0.0 0.051
H 21.280 -16.619 6.212 -0.4 0.0 0.6 0.082
H 21.542 -14.860 6.509 0.2 -0.1 -0.1 0.074
H 19.436 -15.380 7.536 -0.6 0.1 0.0 0.113
H 19.138 -14.358 6.071 0.2 0.5 0.3 0.105
H 17.077 -15.009 6.362 -1.0 0.3 -0.8 0.104
H 17.197 -16.134 7.554 1.0 -0.4 0.3 0.108
H 16.082 -17.104 4.965 -0.8 0.2 0.0 0.060
H 15.271 -17.076 6.634 -0.1 0.5 -0.4 0.075
H 16.635 -18.062 6.259 0.1 -0.2 0.1 0.078
H 19.619 -16.620 4.131 0.2 -0.1 0.2 0.088
H 18.124 -17.325 4.043 -0.7 0.2 0.2 0.109
H 18.205 -15.400 2.518 0.2 0.1 0.1 0.076
H 17.175 -14.965 3.895 -0.3 0.4 -0.4 0.063
H 18.786 -14.294 3.843 0.2 -0.1 -0.3 0.066
C 31.937 -18.144 11.219 0.8 0.3 0.0 -0.107
C 30.741 -18.903 10.616 -0.5 2.1 0.4 -0.209
N 29.697 -17.869 10.263 0.5 -0.9 -0.1 -0.189
C 28.946 -18.111 9.012 -0.4 -1.1 0.1 -0.236
C 27.996 -19.373 8.949 0.5 0.9 0.6 -0.079
C 28.962 -17.286 11.395 -0.2 0.3 -0.5 -0.269
C 28.407 -15.932 10.944 0.1 -0.8 1.2 -0.096
H 32.746 -18.770 11.595 -0.1 -0.5 -0.2 0.063
H 31.733 -17.502 12.076 -0.8 -0.2 0.1 0.056
H 32.396 -17.426 10.540 -0.1 -0.3 -0.5 0.069
H 31.007 -19.429 9.699 0.1 0.0 0.1 0.107
H 30.406 -19.599 11.385 -0.4 -0.4 -0.2 0.103
H 28.364 -17.249 8.687 0.0 0.2 0.6 0.092
H 29.633 -18.219 8.173 0.5 -0.1 0.2 0.102
H 27.434 -19.370 8.016 0.1 0.0 -0.1 0.062
H 28.555 -20.304 9.040 0.1 0.0 -0.1 0.057
H 27.272 -19.358 9.764 -0.1 0.1 0.1 0.056
H 29.568 -17.120 12.286 0.5 -0.3 -0.3 0.101
H 28.116 -17.880 11.740 -0.2 -0.5 0.0 0.101
H 27.518 -16.217 10.382 0.3 1.0 -0.8 0.066
H 29.268 -15.415 10.520 -0.7 0.2 -0.8 0.084
H 28.066 -15.342 11.795 -0.1 -0.1 0.1 0.066
```
Positions in Å, forces in eV/Å.

The relative energy (zero: lowest compared OMol25 entry of this formula, charge and spin) is 152.6 kcal/mol. As for the structure (SMILES): CCN(CC)CC.CCN(CC)CC.CCN(CC)CC.CCN(CC)CC.CCN(CC)CC.CCN(CC)CC.CCN(CC)CC.CCN(CC)CC.CCN(CC)CC. The total energy comes out at -2630.87988 hartree. The HOMO energy is -0.2874 Eh.

---

Record 3
Formula: CH5NO2
Source: OMol25
Level of theory: the ωB97M-V functional and the def2-TZVPD basis

```
9
Properties=species:S:1:pos:R:3:forces:R:3:lowdin_charge:R:1
C 1.447 0.214 -0.022 -1.2 2.0 -0.6 -0.211
N -1.933 -0.242 0.064 0.8 -0.1 -2.7 -0.003
O 0.514 -0.682 -0.465 2.0 -1.1 0.2 -0.070
O -1.171 0.446 -0.776 -3.4 -0.1 1.6 -0.145
H 1.209 0.719 0.890 -0.4 -0.3 1.3 0.074
H 1.736 1.083 -0.623 -0.6 -0.1 -1.1 0.083
H 2.362 -0.253 0.072 2.0 -1.7 0.6 0.066
H -1.939 -0.084 1.038 0.4 0.9 1.1 0.086
H -2.225 -1.200 -0.178 0.3 0.7 -0.4 0.120
```
Positions in Å, forces in eV/Å.

The relative energy (zero: lowest compared OMol25 entry of this formula, charge and spin) is 0.0 kcal/mol. The total energy comes out at -246.11733 hartree. As for the multiplicity: 3. The HOMO energy (alpha / beta) is -0.3263 / -0.3546 Eh.